(1)
{"formula": "C2H14NO3S", "method": "the ωB97M-V functional and the def2-TZVPD basis", "charge": 1, "lumo_ev": -3.2, "gap_ev": 9.389, "e_above_lowest_kj_mol": 79.5, "symbols": ["C", "C", "S", "N", "H", "H", "H", "H", "H", "H", "H", "H", "H", "H", "O", "H", "H", "O", "H", "H", "O"], "coordinates": [[-1.628, -1.133, -0.048], [-1.385, 0.324, -0.302], [-1.379, 0.771, -2.079], [-0.833, -1.636, 1.138], [-1.324, -1.721, -0.918], [-2.657, -1.497, -0.026], [-0.418, 0.733, -0.027], [-2.128, 0.984, 0.139], [-2.217, -0.116, -2.625], [-0.527, -2.588, 0.971], [-1.382, -1.582, 1.974], [-0.086, -0.944, 1.203], [2.228, -0.744, 0.288], [2.475, -1.966, 1.037], [1.728, -1.380, 0.842], [3.017, 1.410, 0.068], [2.087, 1.249, -1.138], [2.613, 0.752, -0.501], [0.452, 3.690, -0.424], [0.738, 2.639, 0.686], [0.627, 2.755, -0.260]], "forces_ev_per_angstrom": [[0.0, -1.4, -1.1], [-1.0, 1.0, -0.8], [0.4, 0.2, -0.3], [-1.4, 1.0, -0.9], [0.8, 0.2, 0.1], [-0.2, 0.7, 0.8], [0.3, -0.5, 0.4], [-0.1, -0.2, 0.4], [-0.2, -0.2, 0.3], [0.6, 0.1, 0.2], [-0.4, -0.1, 0.7], [1.0, -0.9, 0.3], [-0.7, 0.6, -0.2], [-0.5, -0.4, 0.4], [1.3, -0.2, -0.2], [0.1, 0.2, 0.0], [0.0, 0.1, 0.0], [0.1, -0.2, -0.1], [0.0, -0.1, 0.2], [0.0, 0.4, 0.1], [0.0, -0.1, -0.2]]}

(2)
{"formula": "C2H14NO4", "method": "the ωB97M-V functional and the def2-TZVPD basis", "charge": 1, "lumo_ev": -3.5, "gap_ev": 11.528, "e_above_lowest_kj_mol": 125.1, "symbols": ["C", "C", "N", "H", "H", "H", "H", "H", "H", "H", "H", "O", "H", "H", "O", "H", "H", "O", "H", "H", "O"], "coordinates": [[-2.405, -0.877, 1.192], [0.012, -1.118, 0.942], [-1.109, -0.563, 0.585], [-2.754, 0.103, 1.460], [-2.336, -1.561, 2.072], [-2.995, -1.489, 0.593], [0.100, -1.884, 1.651], [0.896, -0.719, 0.579], [-0.833, 0.431, 0.029], [1.558, 2.667, -2.447], [1.309, 2.761, -3.951], [0.966, 2.381, -3.181], [0.952, -1.232, 4.272], [2.246, -1.783, 3.833], [1.367, -1.580, 3.498], [0.529, -0.674, -2.588], [1.941, -0.867, -2.052], [1.041, -0.662, -1.737], [-1.202, 2.498, -0.862], [-0.029, 1.923, -1.640], [-0.531, 1.828, -0.812]], "forces_ev_per_angstrom": [[1.4, 0.0, 1.5], [-2.9, 1.0, -0.4], [3.7, 1.1, 0.0], [-1.1, 0.0, 0.2], [0.7, 1.0, -0.2], [-1.3, -0.2, -1.8], [-0.4, -1.2, 0.8], [1.4, 0.7, -0.9], [-1.6, -2.2, 0.6], [-0.3, -0.2, -1.1], [0.8, 1.0, -1.9], [-0.2, -0.7, 3.0], [-0.7, 0.4, 0.8], [0.2, -0.2, -0.3], [0.5, -0.2, -0.5], [0.5, 0.1, 1.2], [-0.4, 0.1, 0.3], [-0.1, -0.2, -1.6], [-0.6, 0.5, 0.1], [-0.2, -0.4, 0.0], [0.5, -0.6, 0.1]]}

(3)
{"formula": "C2H14NO4S", "method": "the ωB97M-V functional and the def2-TZVPD basis", "charge": -1, "lumo_ev": 3.6, "gap_ev": 6.939, "e_above_lowest_kj_mol": 63.1, "symbols": ["C", "C", "S", "N", "H", "H", "H", "H", "H", "H", "H", "H", "O", "H", "H", "O", "H", "H", "O", "H", "H", "O"], "coordinates": [[1.243, 0.826, 0.404], [0.489, 1.496, -0.728], [-1.198, 2.085, -0.165], [1.016, -0.638, 0.316], [0.986, 1.175, 1.398], [2.322, 1.037, 0.322], [0.262, 0.828, -1.552], [0.992, 2.410, -1.063], [1.369, -0.957, -0.574], [0.006, -0.740, 0.337], [-2.121, -0.436, 2.163], [-2.553, 0.680, 1.260], [-2.855, -0.207, 1.571], [-1.425, -0.169, -2.098], [-2.289, -0.751, -0.866], [-1.723, -0.960, -1.643], [0.889, -1.894, -3.008], [1.114, -0.530, -2.338], [1.511, -1.141, -2.986], [0.401, -1.123, 2.445], [1.053, -0.094, 3.422], [0.511, -0.895, 3.383]], "forces_ev_per_angstrom": [[0.8, -0.9, -0.9], [-1.3, 1.9, 1.1], [0.2, -0.1, -0.1], [0.3, 0.4, 1.3], [-0.5, 0.2, -0.1], [0.0, -0.3, -0.1], [0.6, -0.1, -0.2], [0.1, -0.3, -0.3], [-0.1, -0.3, 0.1], [-0.1, -0.2, -0.5], [-0.3, -0.1, -0.1], [0.0, -0.4, -0.3], [0.4, 0.3, 0.2], [-0.6, 0.5, 0.7], [0.8, 0.6, -0.8], [-0.3, -1.2, 0.2], [0.3, 0.6, 0.1], [0.1, -0.2, -0.5], [-0.5, -0.3, 0.2], [0.6, 0.3, 0.1], [-0.3, -0.4, -0.4], [-0.2, 0.0, 0.3]]}

(4)
{"formula": "C2H14O13V", "method": "the ωB97M-V functional and the def2-TZVPD basis", "multiplicity": 2, "lumo_ev": [-0.3, -0.2], "gap_ev": [9.310, 9.367], "symbols": ["O", "V", "C", "O", "O", "O", "H", "C", "O", "O", "O", "H", "O", "H", "H", "O", "H", "H", "O", "H", "H", "O", "H", "H", "O", "H", "H", "O", "H", "H"], "coordinates": [[9.494, -22.811, -6.077], [9.765, -23.963, -7.174], [11.235, -23.486, -9.077], [10.617, -24.546, -8.944], [11.802, -23.178, -10.274], [11.166, -22.742, -8.086], [11.878, -23.739, -10.997], [8.199, -25.784, -6.551], [8.865, -25.703, -7.582], [7.081, -26.529, -6.453], [8.565, -24.955, -5.804], [6.960, -27.128, -7.152], [9.998, -22.586, -3.379], [9.506, -23.170, -2.848], [9.524, -21.768, -3.297], [11.366, -24.569, -5.990], [12.268, -24.199, -6.133], [11.373, -24.963, -5.111], [9.819, -20.564, -5.551], [9.573, -21.447, -5.870], [10.757, -20.654, -5.765], [8.288, -22.986, -8.175], [8.369, -22.139, -8.724], [7.334, -23.193, -8.272], [6.367, -20.782, -6.935], [6.503, -20.792, -7.870], [6.840, -21.517, -6.467], [7.429, -22.379, -4.949], [7.118, -23.068, -4.387], [8.285, -22.651, -5.339]], "forces_ev_per_angstrom": [[1.6, -2.0, -1.9], [0.1, 0.8, 2.5], [-0.2, -0.9, -2.2], [-0.4, -2.6, -1.2], [0.3, 3.6, 3.8], [1.3, 2.6, 0.0], [-0.4, -2.5, -1.3], [-2.4, -2.2, -3.2], [1.0, -2.9, -5.6], [0.9, 1.6, 2.6], [-0.4, 3.3, 8.0], [0.2, -1.1, -1.8], [1.4, 0.2, -0.5], [-0.9, -1.3, 1.0], [-0.3, 0.9, -0.4], [1.8, -0.4, -0.3], [-1.1, -0.2, 0.0], [-0.4, 0.1, 0.0], [0.9, 1.5, 0.0], [-0.4, 0.5, 0.2], [0.1, 0.6, 0.2], [-2.0, 1.8, -2.8], [0.4, -1.6, 1.4], [0.8, -0.3, 0.4], [-0.2, -0.4, 1.0], [0.3, -0.2, -0.6], [-0.4, 0.7, -0.3], [-1.0, 1.2, -0.2], [-0.3, -0.8, 0.4], [-0.2, -0.3, 0.6]]}

(5)
{"formula": "C2H14O4", "method": "the ωB97M-V functional and the def2-TZVPD basis", "lumo_ev": 0.4, "gap_ev": 11.869, "e_above_lowest_kj_mol": 151.7, "smiles": "CC.O.O.O.O", "symbols": ["C", "C", "H", "H", "H", "H", "H", "H", "H", "H", "O", "H", "H", "O", "H", "H", "O", "H", "H", "O"], "coordinates": [[-3.338, 2.408, -2.298], [-2.112, 1.411, -2.369], [-3.712, 2.371, -1.285], [-4.185, 2.326, -3.010], [-3.035, 3.388, -2.361], [-1.586, 1.814, -3.252], [-1.483, 1.431, -1.409], [-2.673, 0.523, -2.539], [3.447, 0.116, 1.685], [2.009, 0.441, 1.604], [2.737, 0.510, 2.195], [2.883, -2.919, 1.182], [3.889, -2.680, 0.050], [3.694, -2.598, 0.955], [-0.654, -1.381, 1.226], [-0.391, -0.557, -0.059], [-0.864, -0.564, 0.853], [1.552, -1.305, 2.652], [2.154, -2.500, 3.445], [1.668, -2.232, 2.735]], "forces_ev_per_angstrom": [[-0.1, -1.4, 1.2], [-1.0, 2.4, 0.0], [-0.7, -0.3, 0.3], [0.8, -0.7, 0.3], [1.0, 2.5, -0.4], [0.4, -1.1, 0.4], [-1.0, -0.1, -1.6], [0.7, -1.4, -0.2], [0.4, -0.3, 0.1], [-1.2, 0.2, -0.8], [0.6, 0.1, 0.6], [-3.6, -1.3, 0.7], [0.0, -0.4, -1.6], [3.7, 1.9, 0.8], [0.6, -2.3, 1.0], [-1.3, -0.1, 2.4], [0.9, 2.3, -3.4], [0.5, 1.3, 0.6], [2.0, -0.4, 3.1], [-2.7, -1.1, -3.5]]}

(6)
{"formula": "C2H14O4S", "method": "the ωB97M-V functional and the def2-TZVPD basis", "lumo_ev": 0.5, "gap_ev": 9.743, "e_above_lowest_kj_mol": 28.6, "smiles": "CCS.O.O.O.O", "symbols": ["C", "C", "S", "H", "H", "H", "H", "H", "H", "H", "H", "O", "H", "H", "O", "H", "H", "O", "H", "H", "O"], "coordinates": [[-2.176, 0.153, -0.326], [-1.026, 1.110, -0.582], [-0.615, 1.106, -2.343], [-2.194, -0.110, 0.743], [-3.190, 0.520, -0.483], [-1.976, -0.810, -0.782], [-0.196, 0.710, -0.002], [-1.217, 2.114, -0.208], [-1.777, 0.594, -2.776], [2.701, 1.478, 2.155], [1.428, 0.611, 1.988], [1.942, 1.347, 1.586], [0.110, -2.633, -0.782], [0.767, -1.259, -0.825], [0.182, -1.820, -0.270], [-0.184, -1.602, 2.853], [0.448, -1.433, 1.469], [0.280, -0.970, 2.300], [2.371, 0.712, -0.576], [1.841, 0.173, -1.929], [2.484, 0.009, -1.212]], "forces_ev_per_angstrom": [[-0.3, -0.4, 1.6], [-0.5, -0.5, 0.4], [0.3, 0.3, -0.3], [0.2, 0.2, 0.0], [0.2, 0.2, -0.7], [-0.3, 0.1, -0.4], [0.3, 0.2, -0.3], [-0.1, 0.1, -0.2], [0.1, 0.0, 0.0], [0.1, 0.0, 0.1], [0.3, 0.4, -0.1], [-0.5, -0.5, -0.1], [0.0, 0.0, 0.2], [-0.1, -0.2, 0.5], [0.5, 0.0, -0.8], [0.0, 0.0, 0.1], [-0.2, -0.2, -0.3], [0.2, 0.3, 0.3], [-0.2, 0.5, 0.6], [0.5, 0.2, 0.4], [-0.5, -0.7, -0.9]]}

Result set for E: -20762.49138 -11974.14633 -22817.94783 -54607.47465 -10490.00584 -21326.71690 eV, one per record in the order listed.